[1]
Computed, not measured: a single C4H6O2 molecule, with ωB97M-V with the def2-TZVPD basis set.

Results
Charge ... 0
ΔE to the lowest compared entry with this formula, charge and spin ... 175.7 kJ/mol
Frontier orbital gap ... 10.1 eV
SMILES string ... CO/C=C\C=O

Geometry (Å):
O -0.42121 -1.27497 0.73103
O 1.21310 2.39000 -1.00280
C 0.68456 1.48931 -0.38346
H -1.91648 0.16757 0.86263
C 0.82241 -0.93754 0.37491
H 1.48737 -1.77490 0.57448
H -0.29663 1.65768 0.10248
H -1.28641 -0.14449 -0.78358
H 2.36713 0.14264 -0.46862
C 1.32156 0.18378 -0.17864
C -1.54093 -0.59883 0.17840
H -2.31047 -1.35754 0.02847


[2]
Computed, not measured: a molecular structure, C21H33BN9O4SeSiSn, with ωB97M-V with the def2-TZVPD basis set.

Results
Charge ... +1
ΔE to the lowest compared entry with this formula, charge and spin ... 111.0 kJ/mol
Frontier orbital gap ... 7.5 eV

Geometry (Å):
N -1.85025 -1.62323 0.16309
C 1.49381 1.56149 4.20322
H 2.75762 -0.11983 -1.92697
H 2.40998 1.59139 1.54477
H 2.47455 1.10790 4.06606
H 3.60067 -1.17419 1.93755
H -4.26332 0.91591 -4.46236
H -0.75818 6.26006 0.29339
C 2.92324 1.21616 -3.71892
H 1.31568 3.16817 2.79213
C -2.88477 0.62845 -2.73954
C 1.01439 -3.15815 -0.36432
C -0.61981 4.03837 0.29744
O -2.14677 -0.74632 3.61438
C 2.45985 -4.31976 2.08264
C -1.83459 -2.68417 -0.63159
H 0.53493 -0.41560 4.06207
H -2.06052 -1.68821 3.82019
C 0.98852 2.13350 2.89031
H 0.73027 -2.23492 -0.88020
N -0.44079 3.14272 -0.67068
H 3.24541 -4.78824 1.47975
H -3.23192 -5.00336 1.36541
N 1.23809 1.28594 -2.25042
C -2.81877 -2.96001 1.87287
N 1.43260 1.39511 1.72096
H -0.22981 3.87921 -4.09397
O -1.93603 0.56684 1.86445
C -0.45857 5.14395 -1.58871
Se 0.21942 -1.85183 2.59945
H -2.41189 2.84483 -5.07659
H -3.29646 -0.16194 -2.13001
Sn -0.32496 0.79968 -0.58740
H 4.07460 -2.10437 0.51292
O -0.51179 -1.50254 -2.24798
N -1.49196 2.17317 -3.30727
H 2.86989 -4.09285 3.06878
H 1.56307 2.31581 4.98542
C -2.30649 -3.93085 -0.24616
C -3.37151 1.18204 -3.92203
H -0.42063 0.83509 4.63363
C -0.63593 5.32850 -0.23082
O -1.44712 -3.45242 -2.82787
H 0.11264 -3.75404 -0.20468
H -0.98142 -3.25784 -3.65812
N -1.75371 1.23040 -2.37669
C -1.19415 -2.45751 -1.97659
B -0.25217 3.09462 -3.18824
N -0.34411 3.83035 -1.83061
H -0.10744 2.14560 2.92947
H 2.94658 -0.75926 0.33660
C 2.01901 2.19158 -4.09649
H -3.22573 -3.05061 2.87189
N 0.54289 0.50268 4.68298
C -2.29053 -1.76482 1.40466
H 2.02223 2.86393 -4.93858
H 1.68710 -3.72629 -1.01641
C -2.83243 -4.05667 1.02771
H 1.34330 0.38624 1.87703
Si 1.81437 -2.77046 1.28012
H -2.25493 -4.77032 -0.92338
N 1.01755 2.21563 -3.20579
H 1.65065 -5.04198 2.21165
H 0.74534 0.22840 5.64185
C -2.11489 -0.54293 2.28430
C -2.44916 2.16050 -4.24471
H 3.83780 0.94202 -4.21514
C 3.23755 -1.58410 0.99201
H -0.40914 5.85771 -2.39506
C 2.38080 0.67446 -2.55472
H -0.74177 3.71120 1.31788


[3]
Computed, not measured: a molecular structure, C17H19Co2O11P, with ωB97M-V with the def2-TZVPD basis set.

Results
Charge ... -2
ΔE to the lowest compared entry with this formula, charge and spin ... 0.0 kJ/mol
Frontier orbital gap ... 2.2 eV

Geometry (Å):
H -2.46113 -0.02069 -3.02151
C 0.58492 1.02849 1.11592
C -3.79661 1.18860 3.21568
C -2.76263 -2.12044 -2.93745
O 3.13299 0.18099 -1.04486
H 2.80089 -2.29986 -0.31773
C 2.08732 -4.22207 -0.98164
Co -2.03605 2.04578 4.03034
C -0.61918 3.09395 4.26459
O -2.58535 -2.00798 2.77375
Co -2.50321 0.78138 1.89698
H 0.07014 1.16637 -0.95312
O 1.11584 -0.34066 -2.76058
C -1.47389 2.28993 2.14531
H -3.27585 -2.29150 -3.88081
H -1.15230 -0.94098 -3.79747
C 0.79835 0.62869 -0.30007
H 0.97749 0.26909 1.78381
O -4.80603 0.50837 0.08655
C -3.84683 0.63177 0.71833
H 4.73975 1.37847 -3.78590
H -2.22168 -3.03337 -2.69908
C -0.79513 1.29390 1.52895
H 4.80926 -0.26849 -2.02607
O 0.86557 -2.16904 -0.90091
O 0.25290 3.84202 4.27622
C 3.87501 1.33584 -3.12070
H -3.55294 -2.01252 -2.19396
C 2.19467 -2.73312 -1.11505
H 4.84962 1.34635 -1.21575
H 3.05266 -4.68182 -1.17764
C 2.19777 1.11963 -0.73085
H -1.60890 3.32545 1.89428
O -1.35432 -0.42306 5.48311
C -1.59652 0.57273 4.96026
O -4.91936 1.16120 3.52787
C -2.50266 -0.92511 2.39330
H 2.60887 -2.43285 -2.08621
O -3.50261 4.10734 5.48598
H 3.60021 2.36360 -2.92517
O -1.15903 -0.83928 -1.63371
H 1.83464 -4.51616 0.03605
P 0.44102 -0.77105 -1.49925
H 3.05501 0.82953 -3.62517
O 2.45600 2.30812 -0.77721
C -2.91342 3.25969 4.98048
H 1.27701 1.90040 1.38567
H 1.36218 -4.63843 -1.68379
C 4.26376 0.65606 -1.83683
C -1.85822 -0.92526 -2.95494


[4]
Computed, not measured: a single C6H13NO molecule, with ωB97M-V with the def2-TZVPD basis set.

Results
Charge ... 0
ΔE to the lowest compared entry with this formula, charge and spin ... 159.4 kJ/mol
Frontier orbital gap ... 10.3 eV
SMILES string ... C=CC[C@@](C)(N)CO

Geometry (Å):
H 1.74361 0.24061 1.17718
C -0.91264 0.32740 0.75460
H 0.07585 2.25426 0.98205
H 0.43897 -1.28199 -1.82512
H -1.70554 1.79117 -1.44339
H 0.64658 -2.74328 0.36859
H -1.04123 -2.40805 0.77769
H 1.15316 1.35483 -0.96373
C -0.58966 1.72416 0.33660
H -1.92179 0.07121 0.43830
O 1.92936 0.73348 -0.82193
H 2.22444 -1.04686 0.03961
C 1.58007 -0.17220 0.16957
C 0.07130 -0.67180 0.09744
C -0.94284 2.25867 -0.83758
C -0.01776 -2.01861 0.83356
H -0.71882 3.28300 -1.07706
H 0.25946 -1.92201 1.88693
N -0.27392 -0.77350 -1.30924
H -0.83570 0.23973 1.84700
H -1.16289 -1.24023 -1.43108


Energy in eV, matching the order above: -8338.640; -123644.596; -124999.288; -9969.522
Maximum force in eV Å⁻¹, matching the order above: 0.40; 1.82; 6.02; 1.80